(1)
Here is an isolated molecule of CH4IN3O2 at a distorted geometry from the OMol25 dataset. Energies are from ωB97M-V with the def2-TZVPD basis set.

Last column: natural (NBO) charge in e.
CARTESIAN COORDINATES (ANGSTROEM)
N -1.17163 1.98026 0.94728  -0.520
O -1.02404 0.61537 1.01114  -0.376
C -0.24504 -0.07907 0.14185  0.831
O 0.38458 0.27384 -0.85453  -0.631
N -0.46753 -1.40514 0.40927  -0.438
N 0.56184 -2.30662 -0.02472  -0.655
I -1.21758 -2.00754 2.26406  0.337
H -1.36939 2.38249 -0.07087  0.356
H -0.32574 2.58713 1.28066  0.355
H 0.91357 -1.87994 -0.96501  0.389
H -0.01666 -3.12729 -0.34756  0.352

Atomic forces in eV per Å
0.5 4.4 -2.0
0.8 0.2 -0.1
0.0 -0.4 -1.7
-0.8 0.4 2.0
0.2 -0.3 0.9
-0.5 -0.4 -2.7
0.4 0.2 -0.6
0.6 -1.8 2.5
-1.4 -2.3 -0.7
-0.7 -0.7 2.1
1.0 0.8 0.3

Relative energy (zero: lowest compared OMol25 entry of this formula, charge and spin): 0.558 eV
Largest force on an atom: 0.094 Eh/bohr
SMILES: NOC(=O)N(N)I
Frontier orbital gap: 8.403 eV
E_HOMO: -9.0062 eV

=====

(2)
Here is a cluster of 11 separate species, C51H144N18O23P8 in total at a distorted geometry from the OMol25 dataset. Energies are from ωB97M-V with the def2-TZVPD basis set.

Last column: Löwdin charge in e.
CARTESIAN COORDINATES (ANGSTROEM)
C 26.05907 12.01368 -22.36100  -0.082
N 26.61144 12.18450 -21.00460  -0.302
C 28.01773 12.54914 -20.94818  -0.110
P 25.76606 11.91560 -19.61180  0.466
O 26.62257 11.73405 -18.42671  -0.284
N 24.69010 13.15155 -19.37904  -0.305
C 23.48838 13.36994 -20.17083  -0.120
C 24.99804 14.10728 -18.28327  -0.076
N 24.81166 10.60614 -19.98363  -0.301
C 23.57710 10.33446 -19.25843  -0.110
C 25.43627 9.39139 -20.50126  -0.104
H 26.12240 10.95644 -22.62028  0.059
H 26.67589 12.61366 -23.02225  0.080
H 25.01475 12.31322 -22.38929  0.069
H 28.49917 12.13631 -20.06615  0.072
H 28.12848 13.64044 -20.94340  0.081
H 28.50509 12.19146 -21.85617  0.076
H 23.34241 12.48046 -20.78257  0.061
H 22.62869 13.51223 -19.51171  0.075
H 23.61738 14.21422 -20.85464  0.082
H 24.37350 14.98610 -18.44413  0.062
H 24.59602 13.63020 -17.38231  0.079
H 26.06829 14.25738 -18.23240  0.073
H 23.77954 9.87202 -18.28350  0.089
H 22.95924 11.21228 -19.09459  0.056
H 22.99883 9.60915 -19.83350  0.083
H 25.51694 9.40020 -21.58725  0.060
H 24.93319 8.50024 -20.13443  0.080
H 26.45732 9.27695 -20.11447  0.087
C 15.08270 14.91813 -20.82774  -0.105
N 15.87723 13.87389 -20.16697  -0.292
C 16.12396 14.14831 -18.75069  -0.116
P 17.29048 13.44943 -20.95164  0.467
O 18.31668 14.50761 -20.95848  -0.281
N 17.82116 12.05433 -20.25677  -0.295
C 19.05393 12.07359 -19.46407  -0.092
C 16.90908 10.91549 -20.18275  -0.108
N 16.76186 13.11241 -22.48342  -0.297
C 15.54114 12.39150 -22.83835  -0.110
C 17.70786 13.20338 -23.56726  -0.122
H 14.38493 14.45429 -21.53012  0.063
H 15.70528 15.65834 -21.33151  0.086
H 14.40089 15.39551 -20.12233  0.078
H 16.72516 15.05823 -18.60127  0.082
H 16.69768 13.30512 -18.36470  0.052
H 15.20082 14.29248 -18.19030  0.077
H 19.83437 12.55382 -20.04877  0.066
H 18.92193 12.63794 -18.53324  0.069
H 19.28000 11.04425 -19.19129  0.080
H 17.00828 10.33183 -21.10618  0.073
H 17.06475 10.32284 -19.28689  0.066
H 15.87100 11.25508 -20.19617  0.068
H 14.83472 12.47782 -22.01148  0.061
H 15.14260 12.74112 -23.78501  0.085
H 15.75369 11.31335 -22.83333  0.073
H 17.29567 13.61676 -24.48924  0.081
H 18.10998 12.20570 -23.81967  0.083
H 18.59035 13.76913 -23.27218  0.070
C 19.82432 9.97167 -6.91638  -0.092
N 20.47762 11.02192 -7.68589  -0.307
C 21.19151 12.00066 -6.89113  -0.115
P 20.31069 11.20867 -9.32693  0.452
O 19.76843 12.54011 -9.64906  -0.283
N 21.80120 10.80899 -9.91959  -0.312
C 22.91316 10.24798 -9.13747  -0.070
C 21.96876 10.71130 -11.34009  -0.129
N 19.33934 9.98591 -9.82638  -0.302
C 17.91657 10.31450 -9.95611  -0.094
C 19.73506 8.58802 -9.86321  -0.096
H 18.74145 9.93334 -7.04637  0.077
H 20.07438 10.10214 -5.86691  0.083
H 20.23042 8.99244 -7.19673  0.070
H 22.15581 11.60964 -6.53695  0.073
H 20.60569 12.28842 -6.02076  0.086
H 21.44978 12.84575 -7.53037  0.076
H 22.71380 9.16870 -9.09846  0.074
H 23.82362 10.45076 -9.69402  0.081
H 22.86278 10.61724 -8.12295  0.053
H 21.07815 11.00007 -11.90316  0.074
H 22.69095 11.46016 -11.69737  0.076
H 22.28218 9.71237 -11.65725  0.088
H 17.78112 11.08527 -10.71306  0.069
H 17.36664 9.41915 -10.24953  0.082
H 17.51677 10.66874 -9.00244  0.078
H 20.77773 8.45882 -9.57973  0.065
H 19.58150 8.23615 -10.88318  0.065
H 19.17833 8.01193 -9.11686  0.086
C 21.71207 16.07098 -16.96554  -0.100
N 20.60241 16.07623 -16.01487  -0.292
C 19.27555 16.07064 -16.65314  -0.075
P 20.69646 16.47878 -14.39914  0.532
O 20.53600 17.91458 -14.09255  -0.284
N 19.41686 15.53406 -13.87874  -0.316
C 19.42669 14.09615 -13.82703  -0.113
C 18.28760 16.20012 -13.31307  -0.112
N 22.04786 15.81594 -13.71320  -0.273
C 23.36658 16.25349 -14.16814  -0.105
C 22.05668 14.82537 -12.65513  -0.097
H 21.45313 16.71064 -17.81468  0.071
H 21.79984 15.06510 -17.39308  0.078
H 22.64610 16.40771 -16.53545  0.050
H 18.92536 17.10376 -16.67944  0.092
H 18.64004 15.39748 -16.08185  0.061
H 19.37080 15.61665 -17.63858  0.082
H 19.56105 13.73330 -12.79989  0.077
H 18.47160 13.70203 -14.19257  0.068
H 20.22823 13.68661 -14.44110  0.086
H 17.29554 15.92130 -13.68344  0.063
H 18.29319 16.13900 -12.21820  0.068
H 18.31651 17.26610 -13.54875  0.074
H 24.03818 16.32354 -13.31411  0.085
H 23.74942 15.60024 -14.95973  0.075
H 23.32645 17.24798 -14.62003  0.059
H 21.91995 13.82170 -13.07735  0.067
H 21.15676 14.95753 -12.05354  0.082
H 22.96222 14.86818 -12.05937  0.060
C 18.46497 20.19369 -10.48641  -0.099
N 18.97021 19.60417 -9.24589  -0.303
C 20.21023 20.21544 -8.77054  -0.096
P 17.88655 19.15032 -8.08150  0.471
O 17.13716 20.20820 -7.38786  -0.274
N 16.91607 18.05612 -8.85624  -0.294
C 15.60892 17.77201 -8.30381  -0.105
C 17.35208 17.17088 -9.90386  -0.153
N 18.81113 18.32039 -6.98879  -0.318
C 18.73333 18.55784 -5.56905  -0.119
C 19.55023 17.13933 -7.37668  -0.108
H 17.38056 20.05651 -10.51087  0.081
H 18.81435 19.63584 -11.36296  0.076
H 18.73294 21.24751 -10.55082  0.085
H 20.03848 21.29384 -8.68605  0.091
H 21.01136 20.04232 -9.49280  0.071
H 20.49622 19.79171 -7.81355  0.069
H 15.63110 17.19793 -7.36354  0.083
H 15.04671 18.67254 -8.06104  0.078
H 15.05633 17.13773 -8.99715  0.079
H 18.36078 17.39772 -10.24321  0.061
H 17.26115 16.09567 -9.70152  0.087
H 16.73439 17.27124 -10.81526  0.080
H 19.66082 18.27551 -5.06578  0.075
H 18.42697 19.56418 -5.29422  0.074
H 17.96951 17.92418 -5.07922  0.082
H 20.28636 16.81959 -6.64354  0.080
H 19.94695 17.23580 -8.38786  0.072
H 18.85757 16.28032 -7.44712  0.082
C 23.57791 18.82548 -8.69870  -0.057
C 24.24526 20.19363 -8.79298  -0.262
O 25.35067 20.18123 -9.70443  -0.171
P 25.37673 21.13469 -10.98660  0.355
O 26.16382 20.58302 -12.07825  -0.205
O 23.87120 21.48971 -11.28498  -0.173
C 23.19403 20.90214 -12.40758  -0.231
C 23.10545 19.38924 -12.37278  -0.071
O 25.83144 22.53181 -10.40777  -0.175
C 27.16317 22.70946 -9.92011  -0.257
C 27.19626 23.94837 -9.04699  -0.073
H 23.11474 18.61118 -9.66194  0.057
H 24.30784 18.06041 -8.44635  0.060
H 22.79208 18.95024 -7.95365  0.068
H 23.49521 20.95208 -9.00972  0.108
H 24.66598 20.44526 -7.81506  0.120
H 22.19535 21.31333 -12.54115  0.114
H 23.74879 21.22356 -13.29149  0.101
H 22.19622 18.99105 -11.92054  0.069
H 23.13157 19.02529 -13.40176  0.051
H 23.96100 18.90567 -11.89639  0.071
H 27.42823 21.85876 -9.28823  0.115
H 27.85084 22.77111 -10.76191  0.121
H 26.19410 24.19574 -8.69482  0.080
H 27.80252 23.79623 -8.14975  0.072
H 27.60620 24.86522 -9.47453  0.071
C 15.11798 12.73571 -12.95858  -0.054
C 15.60785 12.36990 -14.36613  -0.264
O 15.00429 11.10468 -14.66550  -0.178
P 15.55091 10.31826 -15.92611  0.369
O 15.96426 11.12163 -17.06734  -0.205
O 14.39965 9.26882 -16.12032  -0.161
C 14.64241 8.12538 -16.96029  -0.261
C 13.56598 7.09554 -16.66172  -0.068
O 16.77178 9.46110 -15.35113  -0.177
C 17.04984 9.36188 -13.94862  -0.256
C 18.36612 8.65837 -13.72649  -0.059
H 15.00375 11.82982 -12.37200  0.077
H 15.83647 13.40983 -12.48226  0.071
H 14.21743 13.34977 -12.99880  0.074
H 15.34408 13.12150 -15.10777  0.109
H 16.69763 12.35426 -14.27188  0.091
H 14.56587 8.43652 -18.00278  0.121
H 15.62480 7.68052 -16.79358  0.116
H 13.66730 6.29126 -17.39357  0.080
H 13.64753 6.67354 -15.66421  0.078
H 12.60112 7.57229 -16.83028  0.081
H 17.04208 10.34080 -13.47442  0.098
H 16.25861 8.75480 -13.49667  0.127
H 19.22210 9.35083 -13.72236  0.076
H 18.42755 8.30764 -12.69628  0.053
H 18.63080 7.95033 -14.50699  0.084
C 15.14116 16.43018 -15.27283  -0.073
C 14.44193 17.26224 -16.33214  -0.278
O 15.30077 18.32554 -16.70544  -0.154
P 14.99276 19.80594 -16.24509  0.355
O 14.08960 19.95304 -15.10313  -0.220
O 16.45400 20.38031 -16.00672  -0.188
C 16.82012 20.74902 -14.64940  -0.250
C 18.33781 20.87706 -14.66118  -0.063
O 14.52671 20.46238 -17.59818  -0.174
C 14.53108 21.90924 -17.72015  -0.244
C 14.61880 22.25786 -19.18740  -0.072
H 15.40931 17.07642 -14.43179  0.075
H 14.56054 15.59294 -14.89215  0.073
H 16.10059 16.13308 -15.70745  0.064
H 14.26425 16.64622 -17.21746  0.108
H 13.44622 17.50743 -15.95551  0.119
H 16.27924 21.65471 -14.37662  0.119
H 16.50565 19.98648 -13.93350  0.108
H 18.74100 19.90821 -14.94646  0.060
H 18.58025 21.63107 -15.41036  0.078
H 18.70400 21.22373 -13.69748  0.075
H 13.68946 22.32886 -17.17462  0.124
H 15.47270 22.23328 -17.26944  0.109
H 13.65602 22.36241 -19.69210  0.075
H 14.94586 23.30272 -19.27305  0.079
H 15.34153 21.60990 -19.67033  0.084
C 23.83207 19.13965 -21.15242  0.053
N 23.36836 18.39566 -19.93327  -0.420
O 23.12350 17.21148 -20.04839  0.063
O 22.99224 19.10670 -19.01023  0.047
H 22.93384 19.63396 -21.50765  0.103
H 24.16423 18.43471 -21.90737  0.093
H 24.62672 19.82086 -20.87378  0.098
C 24.73153 13.99811 -9.81096  0.040
N 24.70356 14.96518 -8.69152  -0.441
O 25.47830 15.89186 -8.74169  0.075
O 23.90514 14.76015 -7.79600  0.061
H 25.38034 14.35666 -10.60195  0.098
H 23.72914 14.00427 -10.24437  0.078
H 24.95178 12.98130 -9.50796  0.093
C 21.93584 20.09550 -16.19557  0.035
N 22.34271 21.42319 -15.69030  -0.436
O 23.49891 21.77246 -15.86575  0.057
O 21.55654 22.07872 -15.04536  0.056
H 21.12498 19.85130 -15.50991  0.064
H 22.72116 19.35373 -16.12943  0.087
H 21.54559 20.12753 -17.20774  0.091

Atomic forces in eV per Å
0.2 -0.2 1.2
0.2 -0.5 -0.3
-0.1 0.4 -0.2
-0.6 -0.2 0.1
0.5 0.4 0.0
0.1 0.1 0.3
0.8 -0.1 -0.1
-1.5 -1.3 -0.5
-0.7 -0.1 -0.5
0.1 -0.4 0.3
1.1 0.2 0.4
0.0 0.1 -0.5
-0.3 0.0 -0.3
0.0 0.2 -0.2
0.0 0.0 0.0
0.1 0.0 0.1
0.2 -0.2 0.1
-0.3 0.1 0.0
-0.1 0.1 -0.2
-0.3 0.2 0.2
0.5 0.3 -0.1
0.5 0.3 0.4
0.0 0.4 0.3
0.0 0.1 0.0
0.1 0.1 0.0
-0.1 0.1 0.0
-0.3 -0.2 0.0
-0.3 0.1 -0.2
0.0 0.2 0.0
-0.5 -0.4 -0.1
-0.5 0.3 0.2
0.6 0.1 0.0
-0.3 0.3 -0.5
0.5 -0.1 0.1
0.0 0.2 0.5
-0.7 0.0 0.1
-0.1 0.2 -0.8
-0.8 0.5 -0.6
0.7 -0.6 1.5
1.1 -0.8 -0.1
0.3 0.1 -0.3
-0.1 0.1 0.0
0.4 0.1 0.3
0.0 0.0 -0.1
-0.3 0.0 0.4
-0.1 -0.4 -0.1
0.2 -0.2 0.1
0.1 0.0 0.0
0.3 0.0 -0.1
0.2 -0.4 0.3
0.1 0.0 0.0
0.0 0.1 0.4
-0.2 0.3 -0.3
-0.1 0.0 0.0
-0.1 0.0 -0.7
-0.3 0.2 0.2
-0.2 0.0 -0.1
-0.2 0.3 0.1
0.6 -0.5 -0.5
-0.2 -0.2 0.5
0.5 0.0 -0.5
0.2 0.0 1.1
0.1 0.0 -0.7
0.2 0.4 0.2
-1.7 -0.5 -0.6
0.2 0.8 -0.9
-0.4 0.2 -0.1
0.2 -0.3 0.0
-0.2 0.4 0.2
0.0 0.1 0.1
-0.2 0.1 0.1
-0.2 -0.1 0.1
-0.1 -0.1 0.2
0.0 0.3 -0.1
-0.3 0.3 0.3
0.7 -0.1 0.1
0.3 0.0 0.4
0.5 0.2 0.0
-0.3 -0.3 0.3
0.3 -0.3 0.1
0.0 0.0 0.0
-0.1 0.1 0.1
0.0 0.0 0.0
-0.2 0.0 -0.1
0.1 0.2 -0.2
0.0 -0.5 0.2
-0.2 -0.2 -0.3
-0.9 0.0 -0.4
0.9 -0.3 -0.1
0.9 -0.2 0.5
-1.0 -0.9 -0.3
-0.1 0.2 -0.1
0.4 0.6 0.3
-0.2 -0.1 0.1
-0.6 1.1 0.9
1.0 0.4 -0.3
-0.3 0.1 -0.4
-1.3 -0.5 -0.7
0.3 0.2 0.1
0.4 0.0 0.1
0.1 -0.1 0.0
-0.6 -0.2 -0.3
-0.4 0.3 0.0
0.0 0.3 -0.2
-0.1 -0.1 0.0
0.1 0.0 -0.1
0.0 0.1 -0.1
0.3 -0.7 -0.1
-0.2 -0.2 0.0
0.3 0.0 0.1
0.2 -0.1 -0.1
0.3 -0.2 0.4
-0.2 0.0 0.2
0.6 -0.1 0.2
0.3 0.1 0.5
0.0 0.2 0.0
-0.5 -0.9 0.0
0.3 -0.2 -0.1
-0.3 0.2 -0.5
0.1 -0.1 0.4
-0.4 0.1 0.1
-0.1 0.0 -0.4
-0.4 -0.4 0.6
-0.3 -0.3 -1.2
0.9 0.4 0.4
-0.9 -0.5 1.0
-1.3 -1.0 -0.5
0.0 0.4 0.0
0.4 0.2 0.0
-0.1 0.0 -0.1
0.3 0.0 0.2
0.0 0.0 0.0
0.0 0.1 0.0
0.3 0.0 -0.1
0.1 0.1 -0.3
-0.1 0.3 -0.2
0.1 -0.1 0.3
0.3 0.1 0.6
-0.1 0.3 0.2
0.2 0.3 -0.2
0.3 0.2 -0.4
0.1 -0.1 -0.2
0.3 0.5 -0.1
0.4 0.2 0.2
0.1 0.0 0.0
0.2 0.9 -0.5
0.1 -0.3 1.1
-0.3 0.0 -0.6
-0.2 0.0 0.5
0.3 -0.2 -0.3
-0.7 0.1 0.2
0.4 -0.2 -1.0
0.2 -0.5 -0.2
-0.1 0.4 -0.1
0.2 0.1 0.4
0.1 0.7 0.7
-0.1 -0.3 0.1
-0.2 -0.1 0.1
0.0 -0.5 0.1
0.2 0.1 -0.4
0.0 0.0 0.0
0.1 0.4 0.6
0.1 -0.1 0.0
0.0 0.2 0.0
-0.2 0.1 0.0
0.1 0.3 0.1
0.0 -0.2 -0.2
0.0 -0.1 0.0
0.0 -0.1 -0.1
0.0 -0.2 -0.1
-0.1 -0.2 -0.5
0.2 1.0 -0.5
-0.1 0.7 1.4
0.0 0.0 -0.5
0.6 -0.2 0.7
0.0 0.1 -0.5
0.0 -0.1 0.0
-0.5 -0.6 -0.1
0.2 0.3 -0.6
0.4 0.3 -0.1
-0.4 -0.8 0.1
1.3 1.2 0.2
-0.2 0.1 0.1
0.2 -0.3 0.0
-0.4 -0.5 0.1
-0.1 -0.1 -0.1
0.0 -0.6 -0.6
0.1 0.1 0.0
0.1 0.4 0.2
0.0 -0.1 0.1
-0.1 0.1 0.1
-0.1 -0.2 0.3
0.0 0.0 0.0
-0.1 0.2 0.0
-0.3 0.3 -0.4
-0.3 -0.7 -0.2
-0.4 -0.5 0.3
0.8 0.7 -0.1
-0.6 -1.6 0.3
-0.4 0.2 0.0
0.3 0.0 0.2
-0.1 -0.1 0.1
-0.4 0.1 0.2
0.5 -0.2 0.2
-1.0 0.4 -0.3
-0.2 0.2 -0.2
0.9 -0.4 -0.1
-0.6 1.4 0.1
-0.2 0.0 0.1
0.0 -0.1 -0.2
-0.1 -0.5 0.2
0.2 0.2 -0.1
0.2 0.9 -0.1
0.2 0.2 -0.1
-0.1 -0.2 -0.2
0.3 0.0 0.2
0.3 -0.1 0.0
0.1 -0.2 0.1
-0.1 0.0 -0.1
-0.2 0.2 0.2
0.0 -1.0 -0.1
0.5 -0.2 0.2
-0.2 0.0 -0.3
0.3 -0.5 0.0
-1.7 0.6 -0.6
0.7 0.1 0.3
0.8 -0.6 -0.1
0.1 0.3 0.1
0.0 -0.1 0.2
-0.2 0.2 0.1
-0.8 0.0 -1.2
0.1 -0.3 0.3
0.1 0.2 0.0
0.1 0.0 -0.2
0.4 0.0 0.3
-0.1 -0.1 0.3
0.2 0.1 0.4
-1.4 -0.4 0.7
1.6 0.4 0.0
-0.1 -0.2 -0.3
-0.7 -0.1 -0.1
0.0 -0.5 -0.2
0.4 0.3 0.0
0.2 0.4 -0.1

Largest force on an atom: 0.039 Eh/bohr
SMILES: CN(C)P(=O)(N(C)C)N(C)C.CN(C)P(=O)(N(C)C)N(C)C.CN(C)P(=O)(N(C)C)N(C)C.CN(C)P(=O)(N(C)C)N(C)C.CN(C)P(=O)(N(C)C)N(C)C.CCOP(=O)(OCC)OCC.CCOP(=O)(OCC)OCC.CCOP(=O)(OCC)OCC.C[N+](=O)[O-].C[N+](=O)[O-].C[N+](=O)[O-]
Frontier orbital gap: 7.942 eV
E_HOMO: -8.1244 eV